42
Properties=species:S:1:pos:R:3:mulliken_charge:R:1 method="wB97M-V/def2-TZVPD" orbital_gap_ev=3.67 lumo_ev=-3.679 fmax_ev_per_a=4.54 total_charge=0 e_tot_ev=-114394.293 de_lowest_kcal_mol=0.0
Co 3.04 -2.06 -1.66 0.32
Co 2.05 0.62 -1.57 -0.05
O 0.54 0.14 -4.02 -0.30
O 5.80 -1.44 -2.31 -0.33
O 4.55 1.75 -2.68 -0.30
O 2.97 -4.22 0.28 -0.32
O 0.95 3.22 -0.77 -0.27
O 1.87 -3.20 -4.07 -0.33
N -2.31 2.48 2.52 -0.54
N 0.18 1.31 4.74 -0.85
N -0.44 0.91 2.57 -0.34
N -2.67 3.61 4.61 -0.64
C -2.61 -0.29 -0.60 -0.14
C -1.32 -0.85 -0.77 -0.04
C -1.67 3.00 5.23 -0.24
C -2.19 -2.28 -2.54 -0.81
C -0.21 -0.42 0.05 0.50
C 4.70 -1.69 -2.04 0.18
C 2.35 -2.74 -3.12 0.15
C 0.43 0.61 3.58 -0.19
C 2.38 -0.68 -0.36 0.11
C -3.46 -1.72 -2.37 -0.29
C -2.96 3.37 3.33 -0.14
C 3.06 -3.40 -0.54 0.12
C -1.12 -1.81 -1.78 0.17
C -1.29 1.85 3.06 0.25
C -0.89 2.10 4.49 0.34
C 1.13 0.30 -3.04 0.14
C 1.38 2.20 -1.10 0.12
C -3.66 -0.71 -1.42 -0.72
C 3.60 1.25 -2.26 0.32
C 1.05 -0.32 -0.42 -0.34
H -3.79 3.92 2.87 0.38
H -2.74 0.48 0.16 0.53
H -1.44 3.18 6.29 0.40
H -0.42 -0.07 1.08 0.76
H -0.11 -2.20 -1.92 0.06
H -2.01 -3.09 -3.25 0.43
H 2.98 -0.67 0.56 0.68
H -4.64 -0.26 -1.29 0.43
H -4.31 -2.09 -2.95 0.39
H 1.24 -0.11 3.45 0.38